(1)
Below is an isolated ion of composition C5H8N3 and charge +1 at a distorted geometry, with properties calculated with ωB97M-V/def2-TZVPD.

Computed properties:
SMILES ... C1=C[N@H+]2CN=N[C@H]2C1
Charge ... +1
Energy relative to the best compared isomer or geometry (same formula, charge and spin) ... 332.7 kJ/mol
Gap between HOMO and LUMO ... 0.4019 Eh

CARTESIAN COORDINATES (ANGSTROEM)
C1 -1.15596 -1.13027 -0.24093
C2 -0.74421 -0.11630 -0.94745
C3 -0.22970 -1.39152 0.89855
C4 0.45605 1.92682 0.04537
C5 0.73376 -0.21888 0.88288
N1 0.63538 1.91002 1.48207
N2 0.77275 0.78458 1.90789
N3 0.52672 0.51156 -0.46226
H1 -2.06232 -1.58165 -0.55316
H2 -1.29238 0.47243 -1.68407
H3 -0.86710 -1.39211 1.85510
H4 0.22500 -2.42504 0.89682
H5 -0.52142 2.48673 -0.16090
H6 1.24487 2.56334 -0.45160
H7 1.84506 -0.60370 0.94375
H8 1.09282 0.22431 -1.37053

(2)
Below is C23H25MoN5O4P as an isolated structure, with properties calculated with ωB97M-V/def2-TZVPD.

Computed properties:
Spin multiplicity ... 3
Charge ... +3
Energy relative to the best compared isomer or geometry (same formula, charge and spin) ... 9.4 kJ/mol
Gap between HOMO and LUMO (alpha / beta) ... 0.2792 / 0.2561 Eh

CARTESIAN COORDINATES (ANGSTROEM)
Mo1 -0.21771 -0.09039 0.13839
O1 0.30671 -2.08054 0.71041
C1 1.23131 -1.32411 0.92212
C2 2.56526 -1.22016 1.37876
C3 3.29976 -2.22888 2.01570
C4 4.59152 -1.92732 2.40222
C5 5.12465 -0.65973 2.15234
C6 4.39146 0.33690 1.50611
C7 3.09717 0.05319 1.12097
P1 1.95705 1.18603 0.26602
C8 2.68432 1.58421 -1.32045
C9 2.16415 2.67171 -2.03487
C10 2.68878 3.00170 -3.27188
C11 3.72811 2.24358 -3.80728
C12 4.23890 1.16137 -3.10762
C13 3.71933 0.82522 -1.86295
C14 1.80900 2.67277 1.25305
C15 2.67735 3.75167 1.07452
C16 2.62624 4.81969 1.95840
C17 1.72046 4.81540 3.01152
C18 0.84896 3.74626 3.18859
C19 0.89387 2.67565 2.31165
H1 2.86773 -3.20322 2.20112
H2 5.19492 -2.67340 2.90080
H3 6.13656 -0.44334 2.47086
H4 4.83676 1.30595 1.31947
H5 1.38848 3.29763 -1.60284
H6 2.31041 3.85947 -3.81197
H7 4.14619 2.50850 -4.76930
H8 5.04785 0.57807 -3.52593
H9 4.12676 -0.02426 -1.33024
H10 3.38379 3.76646 0.25391
H11 3.29591 5.65841 1.82454
H12 1.69250 5.65004 3.69916
H13 0.14524 3.75073 4.00974
H14 0.22210 1.83373 2.46718
N1 -1.25774 1.79178 -0.61426
N2 -1.36432 1.76030 -2.02202
C20 -0.63027 0.87124 -2.73915
N3 -0.69616 0.93330 -4.04598
N4 0.08296 0.00893 -1.97894
N5 0.99730 -0.89282 -2.58176
O2 1.20156 -0.84988 -3.76518
O3 1.58182 -1.56649 -1.77086
H15 -2.20427 1.81368 -0.23084
H16 -0.79749 2.65675 -0.32023
H17 -1.86137 2.51482 -2.47452
H18 -1.28732 1.60625 -4.51265
H19 -0.12871 0.30547 -4.60067
C21 -3.52603 -1.76647 1.58530
C22 -2.43637 -1.04381 2.25418
C23 -2.28838 -1.06383 3.72355
O4 -1.60257 -0.37416 1.58355
H20 -4.47223 -1.29744 1.88343
H21 -3.57244 -2.78423 1.98412
H22 -3.43755 -1.77824 0.50250
H23 -3.12159 -1.55767 4.21532
H24 -2.16959 -0.04545 4.09783
H25 -1.36331 -1.60003 3.96205

(3)
Below is one molecule with the formula C2H5NOS at a distorted geometry, with properties calculated with ωB97M-V/def2-TZVPD.

Computed properties:
SMILES ... NC(=S)CO
Energy relative to the best compared isomer or geometry (same formula, charge and spin) ... 130.0 kJ/mol
Gap between HOMO and LUMO ... 0.3220 Eh

CARTESIAN COORDINATES (ANGSTROEM)
C1 -0.59045 -0.13189 -0.16265
C2 0.24789 0.62745 0.76045
N1 -0.41125 -0.18608 -1.45818
O1 1.50053 0.11589 0.92113
S1 -1.84658 -1.15015 0.44445
H1 0.51507 1.69474 0.33252
H2 -0.28538 0.67485 1.78897
H3 0.37963 0.08874 -1.99976
H4 -0.94932 -0.96147 -1.90793
H5 1.43986 -0.77209 1.28101

Q: Which of these has the highest energy relative to the best compared isomer or geometry (same formula, charge and spin)?
A: C5H8N3

What did the second record say?
Below is C23H25MoN5O4P as an isolated structure, with properties calculated with ωB97M-V/def2-TZVPD.

Computed properties:
Spin multiplicity ... 3
Charge ... +3
Energy relative to the best compared isomer or geometry (same formula, charge and spin) ... 9.4 kJ/mol
Gap between HOMO and LUMO (alpha / beta) ... 0.2792 / 0.2561 Eh

CARTESIAN COORDINATES (ANGSTROEM)
Mo1 -0.21771 -0.09039 0.13839
O1 0.30671 -2.08054 0.71041
C1 1.23131 -1.32411 0.92212
C2 2.56526 -1.22016 1.37876
C3 3.29976 -2.22888 2.01570
C4 4.59152 -1.92732 2.40222
C5 5.12465 -0.65973 2.15234
C6 4.39146 0.33690 1.50611
C7 3.09717 0.05319 1.12097
P1 1.95705 1.18603 0.26602
C8 2.68432 1.58421 -1.32045
C9 2.16415 2.67171 -2.03487
C10 2.68878 3.00170 -3.27188
C11 3.72811 2.24358 -3.80728
C12 4.23890 1.16137 -3.10762
C13 3.71933 0.82522 -1.86295
C14 1.80900 2.67277 1.25305
C15 2.67735 3.75167 1.07452
C16 2.62624 4.81969 1.95840
C17 1.72046 4.81540 3.01152
C18 0.84896 3.74626 3.18859
C19 0.89387 2.67565 2.31165
H1 2.86773 -3.20322 2.20112
H2 5.19492 -2.67340 2.90080
H3 6.13656 -0.44334 2.47086
H4 4.83676 1.30595 1.31947
H5 1.38848 3.29763 -1.60284
H6 2.31041 3.85947 -3.81197
H7 4.14619 2.50850 -4.76930
H8 5.04785 0.57807 -3.52593
H9 4.12676 -0.02426 -1.33024
H10 3.38379 3.76646 0.25391
H11 3.29591 5.65841 1.82454
H12 1.69250 5.65004 3.69916
H13 0.14524 3.75073 4.00974
H14 0.22210 1.83373 2.46718
N1 -1.25774 1.79178 -0.61426
N2 -1.36432 1.76030 -2.02202
C20 -0.63027 0.87124 -2.73915
N3 -0.69616 0.93330 -4.04598
N4 0.08296 0.00893 -1.97894
N5 0.99730 -0.89282 -2.58176
O2 1.20156 -0.84988 -3.76518
O3 1.58182 -1.56649 -1.77086
H15 -2.20427 1.81368 -0.23084
H16 -0.79749 2.65675 -0.32023
H17 -1.86137 2.51482 -2.47452
H18 -1.28732 1.60625 -4.51265
H19 -0.12871 0.30547 -4.60067
C21 -3.52603 -1.76647 1.58530
C22 -2.43637 -1.04381 2.25418
C23 -2.28838 -1.06383 3.72355
O4 -1.60257 -0.37416 1.58355
H20 -4.47223 -1.29744 1.88343
H21 -3.57244 -2.78423 1.98412
H22 -3.43755 -1.77824 0.50250
H23 -3.12159 -1.55767 4.21532
H24 -2.16959 -0.04545 4.09783
H25 -1.36331 -1.60003 3.96205

Q: What is the formula in the third record?
A: C2H5NOS